# 1
Below is a molecular structure, C43H48BrCsN8O7S3 at a distorted geometry, with properties calculated with ωB97M-V with the def2-TZVPD basis set.

Cartesian coordinates (Å):
Cs  0.559  0.282  -1.400
N  -0.553  -1.763  5.523
C  0.290  -2.097  4.409
S  0.186  -3.692  3.835
N  1.114  -1.169  4.075
N  1.828  -1.055  2.979
C  3.109  -1.040  3.079
C  3.828  -1.379  4.331
C  4.955  -2.204  4.280
C  5.603  -2.602  5.437
C  5.146  -2.175  6.676
C  4.028  -1.356  6.742
C  3.374  -0.960  5.585
C  3.947  -0.745  1.893
C  5.140  -0.028  2.070
C  5.928  0.262  0.971
C  5.537  -0.195  -0.279
C  4.355  -0.916  -0.367
N  3.583  -1.170  0.679
H  -0.993  -2.617  5.841
H  -0.025  -1.332  6.274
H  5.311  -2.541  3.314
H  6.469  -3.250  5.370
H  5.659  -2.470  7.584
H  3.667  -1.011  7.705
H  2.519  -0.304  5.641
H  5.428  0.299  3.060
H  6.843  0.830  1.090
H  6.141  -0.012  -1.158
H  4.006  -1.319  -1.313
O  -0.451  1.195  -3.698
S  -1.468  2.100  -3.117
C  -2.292  2.851  -4.583
C  -2.979  1.673  -5.245
C  -3.800  1.007  -4.140
C  -2.986  1.093  -2.841
H  -1.533  3.328  -5.200
H  -3.003  3.590  -4.208
H  -2.209  0.983  -5.596
H  -3.598  1.967  -6.097
H  -4.022  -0.030  -4.396
H  -4.753  1.532  -4.026
H  -2.665  0.115  -2.483
H  -3.533  1.602  -2.046
C  -2.280  4.476  3.780
C  -1.368  3.283  4.060
C  -1.416  2.238  2.937
N  -2.461  1.257  3.162
C  -3.579  1.161  2.469
S  -4.076  2.176  1.253
N  -4.435  0.105  2.839
C  -4.750  -0.397  4.075
O  -5.381  -1.433  4.184
C  -4.406  0.414  5.288
C  -4.083  -0.271  6.455
C  -3.831  0.422  7.627
C  -3.949  1.805  7.649
C  -4.308  2.490  6.496
C  -4.536  1.799  5.317
H  -2.326  5.151  4.638
H  -3.290  4.145  3.539
H  -1.898  5.037  2.927
H  -1.654  2.801  4.999
H  -0.343  3.646  4.165
H  -0.470  1.696  2.892
H  -1.577  2.737  1.982
H  -2.159  0.441  3.735
H  -4.884  -0.371  2.071
H  -4.031  -1.352  6.422
H  -3.547  -0.113  8.524
H  -3.763  2.354  8.564
H  -4.412  3.568  6.512
H  -4.829  2.334  4.422
Br  1.598  6.432  -1.081
C  2.986  5.225  -1.558
C  4.227  5.775  -1.849
C  5.268  4.938  -2.216
C  5.071  3.566  -2.262
C  3.835  3.032  -1.939
C  2.767  3.851  -1.587
C  1.395  3.224  -1.279
O  0.439  3.700  -1.908
O  1.402  2.307  -0.437
H  4.368  6.846  -1.792
H  6.236  5.361  -2.457
H  5.887  2.913  -2.549
H  3.681  1.959  -1.946
C  1.528  -5.327  -1.851
C  1.638  -4.816  -3.286
C  0.503  -3.857  -3.673
C  0.630  -3.507  -5.172
C  -0.344  -2.421  -5.632
C  -0.830  -4.556  -3.477
O  -1.067  -5.665  -3.937
N  -1.760  -3.852  -2.790
C  -1.602  -2.531  -2.270
O  -2.616  -2.007  -1.821
N  -0.398  -1.970  -2.302
C  0.659  -2.546  -2.878
O  1.776  -2.024  -2.847
H  2.402  -5.928  -1.595
H  0.640  -5.947  -1.725
H  1.473  -4.493  -1.149
H  1.635  -5.661  -3.979
H  2.574  -4.268  -3.400
H  0.463  -4.422  -5.746
H  1.652  -3.165  -5.343
H  -1.374  -2.694  -5.396
H  -0.267  -2.278  -6.712
H  -0.120  -1.472  -5.142
H  -2.666  -4.268  -2.638

* molar mass: 1097.92 g mol⁻¹
* 2S+1: 1
* total charge: -2
* HOMO level: -2.17 eV
* orbital gap: 5.8 eV
* energy relative to the best compared isomer or geometry (same formula, charge and spin): 69.2 kcal/mol
* total energy: -174723.838 eV

# 2
Below is a molecular structure, C43H48Cl2N8O3SV at a distorted geometry, with properties calculated with ωB97M-V with the def2-TZVPD basis set.

Cartesian coordinates (Å):
V  0.614  -0.670  0.043
N  7.109  2.466  7.296
C  6.360  2.132  6.492
C  5.422  1.704  5.499
C  5.173  2.494  4.378
C  4.285  2.061  3.412
C  3.615  0.847  3.555
C  3.851  0.075  4.693
C  4.753  0.490  5.653
C  2.696  0.359  2.502
C  1.392  -0.009  2.853
C  0.774  0.020  4.129
C  -0.469  -0.564  3.983
C  -0.594  -0.907  2.627
N  0.501  -0.566  1.944
C  3.222  0.175  1.211
C  4.564  0.325  0.787
C  4.623  -0.086  -0.531
C  3.328  -0.481  -0.887
N  2.482  -0.334  0.142
H  5.676  3.445  4.272
H  4.091  2.672  2.540
H  3.334  -0.866  4.818
H  4.950  -0.120  6.525
H  1.198  0.430  5.030
H  -1.205  -0.727  4.753
H  -1.436  -1.366  2.130
H  5.382  0.679  1.392
H  5.489  -0.099  -1.172
H  2.976  -0.879  -1.824
Cl  -4.985  1.389  -2.528
C  -5.248  2.754  -1.495
C  -6.550  2.917  -1.043
C  -6.846  3.865  -0.085
C  -5.827  4.642  0.437
C  -4.541  4.503  -0.043
Cl  -3.298  5.511  0.623
C  -4.195  3.584  -1.058
N  -2.863  3.540  -1.444
C  -2.288  3.364  -2.700
C  -3.021  3.663  -3.856
C  -2.468  3.555  -5.114
C  -1.147  3.158  -5.256
C  -0.397  2.905  -4.120
C  -0.927  3.006  -2.834
C  0.086  2.857  -1.701
C  -0.319  2.163  -0.405
O  -0.964  2.736  0.455
O  0.157  0.962  -0.239
H  -7.320  2.268  -1.438
H  -7.861  3.987  0.267
H  -6.030  5.366  1.213
H  -2.224  3.808  -0.706
H  -4.030  4.034  -3.744
H  -3.060  3.806  -5.985
H  -0.693  3.088  -6.236
H  0.649  2.642  -4.231
H  0.417  3.859  -1.416
H  0.946  2.313  -2.091
C  2.075  -0.415  -4.560
N  0.622  -0.461  -4.488
C  -0.125  -0.393  -5.738
C  0.024  -0.642  -3.307
C  -1.472  -0.587  -3.283
O  0.697  -0.870  -2.281
H  2.375  0.223  -5.389
H  2.497  -1.412  -4.706
H  2.469  0.001  -3.637
H  0.574  -0.472  -6.565
H  -0.664  0.551  -5.830
H  -0.838  -1.213  -5.816
H  -1.848  0.186  -3.948
H  -1.805  -0.366  -2.272
H  -1.892  -1.545  -3.600
C  2.023  -4.852  3.215
C  2.923  -3.713  2.779
N  2.326  -3.033  1.636
C  1.241  -3.457  0.960
N  0.560  -2.585  0.213
C  -0.652  -3.112  -0.421
C  -0.415  -4.506  -0.975
C  -0.059  -5.406  0.189
N  0.923  -4.763  1.053
C  1.655  -5.632  1.967
H  1.115  -4.454  3.675
H  2.530  -5.491  3.936
H  3.912  -4.094  2.511
H  3.051  -2.989  3.584
H  2.534  -2.056  1.531
H  -0.956  -2.422  -1.209
H  -1.462  -3.158  0.319
H  0.403  -4.471  -1.697
H  -1.308  -4.885  -1.469
H  0.369  -6.342  -0.174
H  -0.952  -5.652  0.773
H  2.562  -6.012  1.483
H  1.013  -6.479  2.208
C  -4.385  -1.239  0.092
S  -2.977  -0.096  0.140
C  -3.434  0.799  1.640
H  -4.347  -1.925  0.936
H  -4.339  -1.791  -0.845
H  -5.306  -0.659  0.125
H  -4.455  1.163  1.535
H  -2.743  1.632  1.731
H  -3.350  0.146  2.508

* molar mass: 878.83 g mol⁻¹
* 2S+1: 3
* total charge: +1
* HOMO level (spin up / spin down): -9.49 / -9.49 eV
* orbital gap (spin up / spin down): 6.0 / 5.9 eV
* energy relative to the best compared isomer or geometry (same formula, charge and spin): 20.0 kcal/mol
* total energy: -124999.986 eV

> Among the records above, which one has the lowest molar mass?

C43H48Cl2N8O3SV